1.
One molecule with the formula C5H7NO, computed with the ωB97M-V functional and the def2-TZVPD basis.

Each atom is followed by the atoms it is bonded to, with distances in Å.
Positions of all 14 atoms, in Å:
1 C 0.264 0.179 2.054  C2 1.504, H8 1.099, H9 1.096, H10 1.098
2 C 0.167 0.295 0.557  C1 1.504, C3 1.431, C7 1.420
3 C 1.301 0.674 -0.230  C2 1.431, O4 1.236, H11 1.116
4 O 1.424 0.655 -1.460  C3 1.236
5 C -1.065 -0.490 -1.194  N6 1.280, C7 1.324
6 N -0.753 -1.080 -2.286  C5 1.280, H12 1.022, H13 1.014
7 C -1.094 0.247 -0.094  C2 1.420, C5 1.324, H14 1.095
8 H -0.244 1.009 2.566  C1 1.099
9 H 1.311 0.172 2.379  C1 1.096
10 H -0.187 -0.751 2.424  C1 1.098
11 H 2.110 1.123 0.394  C3 1.116
12 H 0.009 -0.754 -2.884  N6 1.022
13 H -1.234 -1.935 -2.542  N6 1.014
14 H -2.026 0.643 0.321  C7 1.095

molecular weight = 97.117 g mol⁻¹
LUMO level (spin up / spin down) = 0.320 / 0.321 eV
relative energy (zero: lowest compared OMol25 entry of this formula, charge and spin) = 339.4 kJ/mol
max |F| = 0.32 eV Å⁻¹

Here are the Löwdin charges for atoms 1 to 6, given in e:
1 C -0.084
2 C -0.296
3 C -0.296
4 O -0.057
5 C -0.037
6 N 0.150



2.
One molecule with the formula H3PS2, computed with the ωB97M-V functional and the def2-TZVPD basis.

Each atom is followed by the atoms it is bonded to, with distances in Å.
Positions of all 6 atoms, in Å:
1 P -0.929 1.018 -0.241  S2 1.918, S3 2.588, H5 1.478
2 S -1.567 1.057 -2.049  P1 1.918
3 S -1.427 -1.381 0.594  P1 2.588, H4 1.542, H6 1.355
4 H -1.663 -1.770 2.067  S3 1.542
5 H -2.207 1.405 0.393  P1 1.478
6 H -1.195 -2.031 -0.572  S3 1.355

molecular weight = 98.132 g mol⁻¹
LUMO level = -1.128 eV
relative energy (zero: lowest compared OMol25 entry of this formula, charge and spin) = 274.3 kJ/mol
max |F| = 3.36 eV Å⁻¹

Löwdin charges in e:
1 P 0.045
2 S -0.054
3 S 0.344
4 H -0.023
5 H -0.163
6 H -0.149



3.
One molecule with the formula C9H10O5, computed with the ωB97M-V functional and the def2-TZVPD basis.

Each atom is followed by the atoms it is bonded to, with distances in Å.
Positions of all 24 atoms, in Å:
1 C -3.075 -0.447 -0.848  C2 1.521, H15 1.090, H16 1.092, H17 1.090
2 C -1.806 -0.008 -0.134  C1 1.521, O3 1.419, H18 1.097, H19 1.098
3 O -1.091 0.899 -0.959  C2 1.419, C4 1.413
4 C -0.244 1.775 -0.244  O3 1.413, C5 1.501, H20 1.097, H21 1.092
5 C 0.815 1.095 0.574  C4 1.501, C6 1.339, C13 1.485
6 C 1.576 0.022 0.324  C5 1.339, C7 1.494, C10 1.508
7 C 1.606 -0.789 -0.929  C6 1.494, C8 1.522, H22 1.097, H23 1.092
8 C 1.118 -2.224 -0.799  C7 1.522, O9 1.201, H24 1.107
9 O 1.299 -2.932 0.154  C8 1.201
10 C 2.445 -0.185 1.539  C6 1.508, O11 1.186, O12 1.382
11 O 3.093 -1.129 1.845  C10 1.186
12 O 2.324 0.940 2.333  C10 1.382, C13 1.391
13 C 1.180 1.613 1.917  C5 1.485, O12 1.391, O14 1.188
14 O 0.623 2.406 2.603  C13 1.188
15 H -3.466 0.352 -1.477  C1 1.090
16 H -2.884 -1.312 -1.487  C1 1.092
17 H -3.834 -0.738 -0.121  C1 1.090
18 H -1.194 -0.891 0.087  C2 1.097
19 H -2.046 0.450 0.834  C2 1.098
20 H -0.850 2.393 0.431  C4 1.097
21 H 0.235 2.433 -0.973  C4 1.092
22 H 2.632 -0.830 -1.314  C7 1.097
23 H 0.991 -0.292 -1.682  C7 1.092
24 H 0.556 -2.600 -1.676  C8 1.107

molecular weight = 198.174 g mol⁻¹
LUMO level = -0.825 eV
relative energy (zero: lowest compared OMol25 entry of this formula, charge and spin) = 132.8 kJ/mol
SMILES string = CCOCC1=C(CC=O)C(=O)OC1=O
max |F| = 0.63 eV Å⁻¹

Here are the Löwdin charges for atoms 1 to 6, given in e:
1 C -0.058
2 C -0.261
3 O -0.143
4 C -0.135
5 C -0.047
6 C -0.048